Entry 1:
107
Properties=species:S:1:pos:R:3 method="wB97M-V/def2-TZVPD" energy_ev=-90837.65171 multiplicity=2 s2=0.792 orbital_gap_ha="0.24289 / 0.22948" e_above_lowest_ev=0.182 lumo_ha="-0.1981 / -0.2256" total_charge=+2
Pt -0.2790 -2.0153 -1.4705
C -0.5143 -4.9385 -2.3050
C -0.4139 -4.9611 -0.7891
N -1.0031 -3.7573 -0.1875
C -2.4593 -3.7376 0.0134
C -3.3108 -3.6165 -1.2490
S -2.8552 -2.2544 -2.3734
C -2.3485 -3.1266 -3.8866
C -0.8421 -3.2692 -4.1068
N -0.0862 -3.6248 -2.8732
H 0.0879 -5.7433 -2.7301
H -1.5369 -5.1212 -2.6183
H -0.8854 -5.8741 -0.4109
H 0.6354 -4.9835 -0.4905
H -0.5742 -3.5915 0.7164
H -2.7817 -4.6383 0.5479
H -2.6591 -2.8838 0.6630
H -3.3349 -4.5411 -1.8221
H -4.3365 -3.4284 -0.9339
H -2.8607 -4.0874 -3.9035
H -2.7569 -2.5549 -4.7191
H -0.6713 -4.0245 -4.8804
H -0.4275 -2.3251 -4.4600
H 0.8813 -3.7282 -3.1636
C -5.7550 6.3492 2.0414
C -5.0118 5.1594 1.5070
C -4.7051 5.0446 0.1571
C -3.9938 3.9632 -0.3427
C -3.7396 3.9253 -1.8314
C -3.5709 2.9638 0.5513
Te -2.4081 1.4578 -0.3921
N -0.7652 -0.4812 -0.2965
C -0.8087 -0.2296 0.9349
O -1.5843 0.8608 1.2917
C -0.2252 -0.9101 2.1190
C -0.7436 -0.6761 3.3921
C -0.2197 -1.3394 4.4925
C 0.8317 -2.2303 4.3373
C 1.3747 -2.4423 3.0763
C 0.8533 -1.7821 1.9752
C -0.8635 2.7605 -0.9330
C -0.6101 3.8311 -0.0827
C 0.3926 4.7295 -0.4067
C 1.1260 4.5419 -1.5708
C 0.8644 3.4630 -2.4024
C -0.1400 2.5466 -2.1047
C -0.4012 1.3765 -3.0105
C -3.9531 2.9978 1.8967
C -3.7363 1.8891 2.8964
C -4.6449 4.1172 2.3466
H -6.0387 7.0329 1.2440
H -5.1389 6.8970 2.7558
H -6.6600 6.0379 2.5638
H -5.0354 5.8139 -0.5313
H -4.5213 4.4785 -2.3490
H -3.7650 2.9130 -2.2531
H -2.7817 4.3747 -2.0947
H -1.5575 0.0225 3.5205
H -0.6338 -1.1569 5.4751
H 1.2389 -2.7442 5.1978
H 2.2228 -3.1050 2.9561
H 1.3193 -1.8954 1.0037
H -1.1893 3.9692 0.8221
H 0.5995 5.5650 0.2479
H 1.9086 5.2412 -1.8341
H 1.4448 3.3293 -3.3069
H 0.1064 1.5071 -3.9645
H -1.4665 1.2521 -3.2221
H -0.0419 0.4503 -2.5494
H -3.4141 0.9578 2.4428
H -4.6706 1.7023 3.4254
H -2.9924 2.1784 3.6416
H -4.9338 4.1541 3.3918
C 3.2857 -3.4879 -1.7200
Te 2.4238 -1.5885 -2.1431
C 4.4490 -0.8856 -2.2767
C 5.3354 -2.0480 -1.9158
C 6.7173 -1.8816 -1.8450
C 7.5338 -2.9454 -1.5071
C 6.9779 -4.1902 -1.2347
C 5.6076 -4.3626 -1.3022
C 4.7815 -3.2944 -1.6441
H 3.0111 -4.1813 -2.5206
H 2.8699 -3.8558 -0.7814
H 4.5556 -0.0367 -1.6051
H 4.6018 -0.5394 -3.3003
H 7.1513 -0.9121 -2.0559
H 8.6051 -2.8067 -1.4554
H 7.6145 -5.0236 -0.9707
H 5.1743 -5.3329 -1.0902
O 2.6690 -1.2069 -0.1044
C 2.3400 0.0649 -0.0873
O 2.0529 0.5856 -1.1803
C 2.2874 0.7641 1.1905
C 2.7429 0.1525 2.3539
C 2.6153 0.7832 3.5892
C 2.0073 2.0175 3.5908
O 1.7660 2.8165 4.6512
C 1.0854 3.9738 4.1512
O 1.0112 3.8437 2.7273
C 1.5550 2.6303 2.4256
C 1.6894 2.0379 1.2045
H 3.1954 -0.8275 2.2959
H 2.9716 0.3314 4.5035
H 1.6547 4.8655 4.4083
H 0.0780 4.0047 4.5681
H 1.3541 2.4999 0.2878

Entry 2:
120
Properties=species:S:1:pos:R:3 method="wB97M-V/def2-TZVPD" energy_ev=-98638.20200 smiles="O=C1C=C(O)C(=O)C=C1O.O=C1C=C(O)C(=O)C=C1O.O=C1C=C(O)C(=O)C=C1O.O=C1C=C(O)C(=O)C=C1O.O=C1C=C(O)C(=O)C=C1O.CC(C)=O.CC(C)=O.CC(C)=O.CC(C)=O.CC(C)=O" orbital_gap_ha=0.22999 e_above_lowest_ev=2.644 lumo_ha=-0.0818
C -1.5162 4.4780 0.8726
C -2.3582 3.8880 -0.2384
C -3.4192 4.8020 -0.8134
O -4.1192 4.3530 -1.7434
C -3.5082 6.1210 -0.4054
C -2.5672 6.7640 0.5736
C -1.4712 5.9480 1.1906
O -0.6492 6.3360 1.8686
O -2.5102 8.1510 0.8286
O -2.3002 2.6070 -0.6724
H -0.6712 3.8050 1.0806
H -4.0882 6.8140 -0.7974
H -3.2442 8.4960 0.3466
H -2.5722 2.4620 -1.4394
C 0.8118 3.8280 -2.8154
C 0.7908 5.3160 -2.8184
C 1.9598 6.1570 -3.0964
O 2.0008 7.3740 -3.2094
C 3.1298 5.3310 -3.4724
C 3.2348 3.8070 -3.2624
C 2.0428 3.0490 -3.0144
O 2.0078 1.8410 -3.2674
O 4.4238 3.1810 -3.0354
O -0.4312 5.9670 -2.5194
H -0.1432 3.2110 -2.4744
H 3.9788 5.9710 -3.3054
H 5.2428 3.6950 -3.1504
H -0.1432 6.7660 -2.3254
C -4.6922 -7.3000 -0.1804
C -4.6982 -6.8480 1.2576
C -4.5262 -5.4140 1.5946
O -4.5922 -4.9630 2.6326
C -4.2272 -4.5630 0.4726
C -4.2942 -5.0800 -1.0374
C -4.5802 -6.4690 -1.3804
O -4.7492 -6.8640 -2.4654
O -3.7922 -4.2400 -1.9244
O -4.9692 -7.6330 2.4116
H -4.9882 -8.3710 -0.2514
H -3.7912 -3.5520 0.8106
H -3.4652 -3.5050 -1.6044
H -5.1002 -7.0340 3.2206
C 0.7458 -6.5190 2.7636
C 0.7368 -7.5400 1.6616
C 0.9188 -7.1410 0.2936
O 1.0828 -7.9380 -0.6354
C 1.1548 -5.7310 -0.0054
C 1.3128 -4.7330 1.1406
C 0.9048 -5.0790 2.4186
O 0.6908 -4.2390 3.2976
O 1.5838 -3.3300 0.8986
O 0.7148 -8.8470 1.8206
H 0.5308 -6.7860 3.8626
H 1.2858 -5.3570 -0.9754
H 1.6598 -3.2450 0.0986
H 0.5998 -9.4480 1.1126
C 2.2818 4.5420 0.3456
C 2.4078 3.0930 0.8726
C 3.8618 2.5610 0.9556
O 3.9878 1.3920 1.1256
C 4.8768 3.4500 0.7646
C 4.7548 4.8790 0.3996
C 3.4098 5.4450 0.1566
O 3.3298 6.5480 -0.4054
O 5.8898 5.7610 0.3106
O 1.3588 2.3670 1.1906
H 1.3268 5.0730 0.3646
H 5.8098 3.1910 0.9126
H 6.6458 5.2620 0.6026
H 1.6148 1.4560 1.5096
C -1.5452 1.0210 -4.8654
C -2.3252 2.1190 -4.2354
O -2.8502 1.9090 -3.1314
C -2.3852 3.4360 -4.9754
H -1.7122 1.1530 -5.8224
H -2.1712 -0.0190 -4.7434
H -0.4772 0.8770 -4.4124
H -3.1162 3.5180 -5.7304
H -1.3652 3.5460 -5.5414
H -2.3332 4.3430 -4.2744
C 3.8028 -1.4830 -2.5434
C 2.5798 -2.5360 -2.5854
O 2.2618 -3.1210 -1.6814
C 1.8438 -2.7030 -3.9964
H 4.7428 -1.8150 -2.7644
H 4.0978 -1.2650 -1.5334
H 3.7158 -0.4430 -3.2284
H 1.1508 -1.9380 -4.1254
H 1.6248 -3.6840 -4.2454
H 2.6168 -2.5140 -4.9014
C -2.2562 -0.0580 6.3456
C -2.3852 -0.5790 4.8886
O -2.3652 0.1960 3.9906
C -2.5512 -2.0610 4.8066
H -3.0072 -0.4390 6.8046
H -2.2422 0.8910 6.2296
H -1.3482 -0.4020 6.6856
H -1.8302 -2.4650 4.1446
H -3.3282 -2.1810 4.1426
H -2.7392 -2.6120 5.5786
C 0.0608 -0.3670 -1.2454
C -0.9552 -1.0970 -0.4454
O -1.8242 -1.7990 -0.9174
C -1.0492 -0.7110 1.0126
H 1.0338 -0.6350 -1.0014
H -0.2152 0.6760 -1.1354
H 0.0518 -0.6030 -2.3504
H -0.5102 0.2370 1.4766
H -0.8432 -1.5370 1.6676
H -1.9962 -0.4500 1.2476
C 1.6808 -0.9360 4.8896
C 2.2578 -0.7690 3.4626
O 1.8738 0.1500 2.7896
C 3.3358 -1.7380 2.9536
H 1.6618 -1.9270 5.2096
H 0.8018 -0.6180 5.0176
H 2.5378 -0.2910 5.4746
H 3.0128 -2.5860 2.7336
H 4.2398 -2.0470 3.5686
H 3.8128 -1.4190 2.0126

Entry 3:
104
Properties=species:S:1:pos:R:3 method="wB97M-V/def2-TZVPD" energy_ev=-169023.95763 orbital_gap_ha="0.22642 / 0.23124" e_above_lowest_ev=1.773 lumo_ha="-0.0959 / -0.0964" total_charge=+1
Ti 0.9330 -0.8000 0.4111
C 1.0098 -2.5779 5.6408
C 1.8183 -2.4582 4.3831
C 3.0876 -3.0136 4.2507
C 3.7933 -2.8619 3.0670
C 3.1943 -2.1569 2.0454
Br 4.0853 -1.8380 0.4064
N 1.9709 -1.6411 2.1282
C 1.3127 -1.7850 3.2834
H 1.6137 -2.9594 6.4627
H 0.1678 -3.2576 5.4944
H 0.6059 -1.6070 5.9344
H 3.5332 -3.5539 5.0787
H 4.7891 -3.2643 2.9415
H 0.3231 -1.3449 3.3222
C -2.5408 0.1319 -0.6133
C -2.6016 0.6450 0.8095
C -1.2752 0.5355 1.5535
Sb 0.0632 2.2091 1.1718
C 1.5397 1.6351 2.5998
C 2.8359 1.3843 2.1528
C 3.8236 0.9881 3.0486
C 3.5199 0.8552 4.3953
C 2.2340 1.1307 4.8524
C 1.2487 1.5183 3.9578
C -0.9854 3.6134 2.4004
C -0.3442 4.8310 2.6137
C -0.9489 5.8264 3.3676
C -2.2068 5.6142 3.9121
C -2.8505 4.4019 3.7098
C -2.2426 3.4032 2.9600
Sb -1.4922 1.3905 -2.0443
C -2.6550 0.6812 -3.7009
C -2.7595 1.4879 -4.8320
C -3.4735 1.0658 -5.9445
C -4.0810 -0.1824 -5.9471
C -3.9724 -1.0010 -4.8319
C -3.2651 -0.5707 -3.7163
C -2.6999 3.0868 -1.5450
C -4.0902 3.0167 -1.5048
C -4.8366 4.1032 -1.0690
C -4.1978 5.2734 -0.6747
C -2.8152 5.3600 -0.7335
C -2.0703 4.2716 -1.1724
H -3.5634 0.0731 -0.9933
H -2.1289 -0.8780 -0.6465
H -3.3640 0.0777 1.3588
H -2.9501 1.6796 0.8034
H -0.8928 -0.4945 1.3768
H -1.4454 0.5329 2.6346
H 3.0889 1.5037 1.1018
H 4.8292 0.7976 2.6929
H 4.2894 0.5573 5.0973
H 2.0074 1.0559 5.9096
H 0.2520 1.7525 4.3194
H 0.6389 5.0122 2.1869
H -0.4385 6.7692 3.5267
H -2.6838 6.3923 4.4954
H -3.8308 4.2298 4.1365
H -2.7677 2.4685 2.8238
H -2.2884 2.4661 -4.8457
H -3.5541 1.7113 -6.8101
H -4.6372 -0.5141 -6.8147
H -4.4444 -1.9761 -4.8264
H -3.2017 -1.2285 -2.8565
H -4.5977 2.1089 -1.8173
H -5.9182 4.0393 -1.0401
H -4.7802 6.1203 -0.3333
H -2.3130 6.2744 -0.4401
H -0.9906 4.3501 -1.2256
C 1.3956 -1.2496 -1.6555
C 2.5056 -0.3867 -2.1484
C 2.5226 0.9809 -1.8504
C 3.5898 1.7902 -2.2160
C 4.6766 1.2488 -2.8868
C 4.6766 -0.1037 -3.1986
C 3.6045 -0.9083 -2.8376
H 0.4829 -1.1050 -2.2502
H 1.6660 -2.3065 -1.7673
H 1.6659 1.4269 -1.3578
H 3.5706 2.8481 -1.9786
H 5.5120 1.8751 -3.1731
H 5.5156 -0.5349 -3.7319
H 3.6190 -1.9645 -3.0875
C 2.9528 -5.0859 -1.7398
C 1.9815 -5.7091 -0.7438
N 1.2004 -4.7291 0.0034
C 0.1434 -4.0556 -0.4599
S -0.6356 -2.9280 0.5721
N -0.2838 -4.3241 -1.6840
C -1.3666 -3.6474 -2.4019
C -0.9840 -3.4438 -3.8577
H 3.4730 -5.8655 -2.2980
H 3.6936 -4.4770 -1.2205
H 2.4351 -4.4411 -2.4540
H 2.5224 -6.3060 -0.0121
H 1.2970 -6.4039 -1.2402
H 1.4762 -4.4898 0.9387
H 0.1877 -5.0539 -2.1972
H -1.5479 -2.7026 -1.8981
H -2.2795 -4.2430 -2.3248
H -0.0740 -2.8472 -3.9396
H -1.7844 -2.9232 -4.3851
H -0.8239 -4.4031 -4.3575

Entry 4:
118
Properties=species:S:1:pos:R:3 method="wB97M-V/def2-TZVPD" energy_ev=-173547.89863 multiplicity=3 s2=2.004 orbital_gap_ha="0.31673 / 0.31310" e_above_lowest_ev=3.503 lumo_ha="-0.0123 / -0.0118"
Ni 1.5077 0.4156 1.6705
C -0.5849 1.5359 2.9490
O -0.3223 0.1293 2.7630
O 0.6258 2.0990 2.4399
C -2.0120 1.9430 2.3865
F -2.4295 1.1406 1.5063
F -2.9337 1.8020 3.3471
F -2.1647 3.2527 1.9112
C -1.1615 -0.7150 3.5484
C -0.7152 -2.1695 3.4464
H 0.1233 -2.3744 4.1120
H -1.4731 -2.7867 3.9289
H -0.4369 -2.5388 2.4593
H -2.1424 -0.7191 3.0732
H -1.3471 -0.4543 4.5903
H -0.5956 1.7097 4.0250
C 0.5902 -1.0464 -0.5072
O 0.4093 0.3281 -0.2146
O 1.3003 -1.4357 0.6260
C -0.7149 -1.8497 -0.8978
F -1.7757 -1.6507 -0.0947
F -1.1047 -1.4536 -2.1008
F -0.5446 -3.1799 -1.0507
C -0.2348 1.1726 -1.1659
C 0.1063 2.5895 -0.8012
H -0.2254 3.2442 -1.6071
H -0.5606 2.9021 0.0023
H 1.1372 2.8888 -0.6123
H -1.3103 1.0032 -1.2168
H 0.1286 0.9565 -2.1706
H 1.3286 -1.0193 -1.3086
N -4.3214 -4.4275 -5.8151
C -4.4051 -5.2861 -4.7430
C -4.0123 -4.9268 -3.4906
C -3.7511 -3.6484 -3.1869
C -3.6419 -2.6936 -4.2450
C -3.9101 -3.1569 -5.5641
H -4.6963 -6.3073 -4.9397
H -4.0896 -5.7080 -2.7489
H -3.5166 -3.4821 -2.1458
H -3.2417 -1.7203 -4.0026
H -3.8733 -2.4523 -6.3817
N -1.7159 -7.7875 1.5244
C -1.6979 -7.1301 0.3349
C -1.9107 -5.7732 0.3185
C -2.2678 -5.0874 1.4848
C -2.3339 -5.7573 2.6953
C -2.0583 -7.1346 2.6936
H -1.5991 -7.6274 -0.6186
H -2.0036 -5.2553 -0.6247
H -2.4940 -4.0325 1.4357
H -2.6178 -5.1874 3.5676
H -2.2839 -7.8234 3.4942
N -5.7367 -0.8616 -0.3692
C -4.7476 -0.2342 -1.0689
C -4.4940 1.1659 -1.0660
C -5.3390 1.8875 -0.3316
C -6.3495 1.2980 0.4545
C -6.5722 -0.0547 0.3726
H -4.1493 -0.8677 -1.7069
H -3.7299 1.5930 -1.6986
H -5.1936 2.9574 -0.3588
H -6.9744 1.8249 1.1604
H -7.2672 -0.4716 1.0865
N 2.7103 -0.2199 3.3288
C 3.1489 -1.5299 3.3812
C 3.8457 -2.0274 4.4932
C 4.0803 -1.2071 5.5678
C 3.6626 0.1310 5.5129
C 3.0093 0.5462 4.3879
H 2.9618 -2.2017 2.5565
H 4.1549 -3.0622 4.5056
H 4.6045 -1.6101 6.4217
H 3.6793 0.8650 6.3050
H 2.5570 1.5267 4.4103
N 3.2292 1.0756 0.7246
C 3.7556 2.3554 0.8237
C 5.0505 2.7448 0.4518
C 5.9518 1.8408 -0.1271
C 5.4608 0.4983 -0.3146
C 4.1178 0.2332 0.1198
H 3.2014 3.0668 1.4179
H 5.3770 3.7619 0.6110
H 6.9314 2.1312 -0.4769
H 6.0627 -0.2990 -0.7249
H 3.7824 -0.7637 -0.1255
N 4.1313 6.2635 -1.5194
C 2.9957 5.9472 -2.2711
C 1.7286 5.8150 -1.6951
C 1.6027 5.9504 -0.3279
C 2.7206 6.3687 0.4187
C 3.9769 6.5330 -0.1873
H 3.1090 5.8346 -3.3393
H 0.8022 5.7431 -2.2454
H 0.6635 5.7283 0.1569
H 2.6757 6.5098 1.4885
H 4.8049 6.9252 0.3845
N 2.2073 3.0815 -3.4829
C 1.3386 2.3891 -4.2834
C 1.4805 0.9912 -4.5440
C 2.5068 0.3350 -3.8986
C 3.3291 1.0269 -2.9843
C 3.1673 2.4066 -2.8618
H 0.6632 2.9653 -4.8985
H 0.7955 0.4672 -5.1940
H 2.6108 -0.7293 -4.0496
H 4.1465 0.4494 -2.5785
H 3.7879 3.0109 -2.2167
C -2.7439 5.9529 -0.4885
Cl -2.7370 5.2125 -2.1380
Cl -4.2864 5.8937 0.3612
H -2.0213 5.2780 -0.0298
H -2.4493 6.9979 -0.5856
C 2.4093 -4.4508 -0.1967
Cl 2.3446 -5.9827 -1.0892
Cl 3.3730 -4.5326 1.2983
H 2.6682 -3.6314 -0.8672
H 1.3915 -4.1576 0.0606